{"formula": "C17H38AsF6O14", "method": "ωB97M-V/def2-TZVPD", "lumo_ev": 1.48, "relative_energy_kj_mol": 27.94, "e_tot_ha": -4559.0547, "homo_energy_ev": -7.57, "gap_ev": 9.05, "charge": -1, "symbols": ["As", "F", "F", "F", "F", "F", "F", "C", "O", "H", "H", "H", "H", "C", "O", "H", "H", "H", "H", "C", "O", "H", "H", "H", "H", "C", "O", "H", "H", "H", "H", "C", "O", "H", "H", "H", "H", "C", "C", "C", "O", "C", "O", "O", "H", "H", "H", "H", "H", "H", "C", "C", "C", "O", "C", "O", "O", "H", "H", "H", "H", "H", "H", "C", "C", "C", "O", "C", "O", "O", "H", "H", "H", "H", "H", "H"], "coordinates": [[-0.54529, -1.09823, -0.50138], [-1.06662, -2.26746, 0.78595], [-2.31000, -0.62234, -0.76669], [0.01098, -0.07391, -1.85352], [1.17126, -1.64923, -0.19075], [-0.78018, -2.46963, -1.66734], [-0.29165, 0.30040, 0.64131], [-5.60767, -1.57558, -1.33831], [-4.45435, -2.37328, -1.00212], [-6.17578, -1.13378, -0.51968], [-5.33315, -0.70722, -1.93720], [-6.33000, -2.12640, -1.94076], [-3.77709, -1.71227, -0.84093], [-0.34020, -2.51146, -4.94202], [-0.24914, -1.12647, -4.59013], [-0.88190, -3.00496, -4.13511], [-0.71629, -2.62077, -5.95923], [0.63656, -2.97637, -4.80822], [-0.02110, -1.20145, -3.66063], [2.68191, -3.47748, -2.53777], [2.23314, -4.02648, -1.33736], [1.97673, -2.75456, -2.94789], [3.54204, -2.85806, -2.28360], [2.97886, -4.22598, -3.27239], [1.81046, -3.27918, -0.90784], [-2.39248, -5.26002, -0.85169], [-3.51777, -6.15823, -1.07948], [-2.19332, -4.62843, -1.71745], [-2.56595, -4.67011, 0.04832], [-1.43212, -5.76069, -0.72871], [-3.73227, -6.64965, -0.28318], [-2.25598, -0.73516, 3.16435], [-2.47668, -2.08822, 2.85730], [-1.19243, -0.58560, 3.35030], [-2.64212, -0.01203, 2.44596], [-2.78556, -0.46447, 4.07780], [-2.03415, -2.28260, 2.02785], [-2.47946, 3.04340, -1.16007], [-1.18273, 3.32748, -0.38786], [0.03799, 3.51252, -1.28785], [0.60747, 4.74489, -0.85994], [-0.23315, 5.34295, -0.02184], [-0.03481, 6.45367, 0.45377], [-1.33132, 4.62639, 0.15987], [-3.37903, 2.94928, -0.55178], [-2.35637, 2.09398, -1.68117], [-2.72831, 3.80445, -1.89964], [-0.92376, 2.71232, 0.47388], [-0.17049, 3.51943, -2.35770], [0.71359, 2.67428, -1.11749], [4.36948, -0.31892, -1.09282], [4.57287, 0.47678, 0.18924], [3.25500, 0.98881, 0.77186], [3.39908, 0.73532, 2.15375], [4.41812, -0.10661, 2.33653], [4.73008, -0.67591, 3.39447], [4.99512, -0.43447, 1.17811], [5.27045, -0.80026, -1.47317], [3.97310, 0.36936, -1.83932], [3.60561, -1.08796, -0.97805], [5.28791, 1.28310, 0.02595], [2.35753, 0.49056, 0.40524], [3.34716, 2.04690, 0.52682], [1.90206, 3.79685, 2.40493], [0.53297, 3.49401, 3.11419], [0.15133, 2.04229, 3.10011], [0.25395, 1.63994, 4.43787], [0.39474, 2.68913, 5.23905], [0.35389, 2.59873, 6.42068], [0.67233, 3.80538, 4.49278], [2.20831, 4.82208, 2.61284], [1.83474, 3.63616, 1.32894], [2.72289, 3.21759, 2.82776], [-0.28136, 4.04914, 2.64858], [0.97361, 1.51223, 2.61949], [-0.78140, 1.79216, 2.59460]], "forces_ev_per_a": [[-0.5, -1.1, -0.2], [1.1, 1.6, -1.8], [2.5, -0.2, 0.5], [-0.5, -0.7, 1.3], [-1.8, 0.9, -0.4], [0.5, 1.8, 1.2], [-0.4, -1.9, -1.4], [0.2, 0.1, -0.5], [-1.5, 0.8, -0.2], [0.2, -0.4, 0.7], [0.3, 0.0, -0.3], [0.3, -0.4, 0.1], [0.5, -0.2, 0.1], [0.6, 0.2, 1.0], [0.1, -0.5, -0.3], [-0.9, -0.3, -0.6], [-0.1, -0.1, 0.3], [0.4, -0.1, -0.7], [-0.1, 0.7, 0.3], [0.8, 1.0, 0.1], [-0.5, -0.6, 0.1], [-0.4, -0.3, -0.4], [0.6, 0.0, -0.5], [-0.2, -0.1, 0.2], [-0.3, -0.2, 0.6], [-0.2, -0.5, 0.3], [0.8, 0.6, -0.5], [-0.8, 0.1, 0.0], [0.0, 0.3, -0.2], [-0.1, -0.6, 0.2], [0.3, 0.2, 0.1], [0.2, 0.0, 0.6], [-0.9, 0.1, 0.6], [0.1, 0.4, -0.1], [0.1, -0.1, -0.6], [0.0, -0.4, 0.2], [-0.1, 0.1, 0.2], [0.2, -1.0, 0.2], [-0.9, 0.6, -0.8], [0.2, -1.2, -0.1], [0.6, -0.5, -0.3], [0.3, 3.3, 0.9], [-0.3, -2.2, -0.7], [-0.3, 0.9, 0.9], [0.3, 0.0, 0.4], [-0.1, -0.1, -0.1], [0.6, 0.2, 0.0], [-0.5, -0.7, -0.4], [-0.2, 0.3, 0.0], [0.3, 0.2, 0.0], [-0.3, 0.4, -0.3], [-0.9, -1.7, -1.4], [1.0, 0.7, -1.0], [0.0, 0.6, 0.7], [0.9, -3.3, 3.4], [-1.1, 2.3, -2.8], [0.9, 0.4, 0.4], [0.1, 0.2, 0.1], [0.1, 0.0, -0.3], [0.0, 0.0, 0.3], [0.2, 0.0, 0.3], [0.1, 0.1, -0.1], [-1.1, 0.2, 0.5], [-0.8, 0.3, 0.8], [1.2, 0.8, -1.1], [1.7, -1.0, -1.0], [-1.1, -0.7, 0.3], [0.5, 0.2, -0.1], [0.1, 0.7, 0.3], [-0.7, -0.1, 0.9], [-0.4, 0.2, -0.3], [0.0, 0.0, 0.0], [-0.3, -0.5, 0.0], [0.2, 0.6, 0.3], [-0.4, -0.3, -0.5], [-0.2, 0.0, 0.5]]}

***

{"formula": "C17H38FO6PS2", "method": "ωB97M-V/def2-TZVPD", "lumo_ev": 0.46, "e_tot_ha": -2359.2803, "homo_energy_ev": -7.99, "smiles": "COCCC[PH2](CCCO)[C@@H](C)F.O=S1(=O)CCCC1.O=S1(=O)CCCC1", "gap_ev": 8.45, "charge": 0, "symbols": ["C", "O", "C", "C", "C", "P", "C", "C", "C", "O", "C", "C", "F", "H", "H", "H", "H", "H", "H", "H", "H", "H", "H", "H", "H", "H", "H", "H", "H", "H", "H", "H", "H", "H", "H", "O", "S", "O", "C", "C", "C", "C", "H", "H", "H", "H", "H", "H", "H", "H", "O", "S", "O", "C", "C", "C", "C", "H", "H", "H", "H", "H", "H", "H", "H"], "coordinates": [[-4.94107, 0.87687, -0.33659], [-3.78497, 1.19801, -1.19510], [-2.93735, 2.25160, -0.61416], [-2.04306, 1.78828, 0.68056], [-0.57539, 1.11908, 0.27975], [-0.42042, -0.73448, 0.71686], [-1.66198, -1.29769, -0.61968], [-1.29843, -0.83549, -2.14999], [0.22659, -1.21948, -2.63053], [0.62962, -0.27055, -3.68009], [-0.16845, -2.56025, 1.33617], [0.83094, -2.47190, 2.67426], [-1.45629, -3.16538, 1.84204], [-5.57475, 1.85680, -0.10333], [-5.65112, 0.03737, -0.79900], [-4.55751, 0.40751, 0.69153], [-3.68034, 3.09677, -0.21612], [-2.24753, 2.76193, -1.44420], [-1.81978, 2.78406, 1.29996], [-2.62921, 1.08836, 1.44697], [0.21602, 1.68915, 0.96792], [-0.24320, 1.38643, -0.83449], [-0.96406, -0.45115, 2.04192], [1.01086, -0.62255, 0.57330], [-1.63580, -2.49138, -0.62060], [-2.75965, -1.01838, -0.27415], [-2.03862, -1.41206, -2.87781], [-1.48506, 0.32062, -2.28933], [0.26591, -2.31410, -3.08849], [1.01854, -1.20072, -1.74674], [-0.20230, 0.12192, -4.12306], [0.31598, -3.21394, 0.47731], [0.74414, -3.44019, 3.32624], [1.94522, -2.21388, 2.34860], [0.43763, -1.56576, 3.34461], [-1.51738, 2.99217, -3.03709], [-1.62751, 2.91494, -4.47863], [-1.81430, 1.65823, -5.17595], [-2.88595, 4.05894, -5.01079], [-2.13895, 5.36745, -5.22187], [-0.83957, 4.99256, -5.93298], [-0.24735, 3.78896, -5.20175], [-3.67066, 4.12920, -4.25563], [-3.30075, 3.68602, -5.95202], [-2.73085, 6.07845, -5.80562], [-1.91066, 5.83002, -4.25422], [-1.05812, 4.72141, -6.97300], [-0.13362, 5.82869, -5.95336], [0.28497, 3.12414, -5.88671], [0.41834, 4.10039, -4.39209], [4.58343, -1.35433, 4.48080], [5.05661, -2.14165, 5.59989], [5.81980, -1.56303, 6.68764], [3.67689, -3.04021, 6.28148], [3.64604, -4.33865, 5.48911], [5.10198, -4.78711, 5.37200], [5.92634, -3.56704, 4.96467], [2.76223, -2.45351, 6.18059], [3.88938, -3.22861, 7.33807], [3.02649, -5.09461, 5.98035], [3.23300, -4.15892, 4.48934], [5.44846, -5.15863, 6.34404], [5.21786, -5.60101, 4.64947], [6.93152, -3.59964, 5.39254], [5.98721, -3.47006, 3.87722]], "forces_ev_per_a": [[-0.1, -0.3, 1.0], [-0.6, 0.4, 1.2], [-0.4, 1.2, 1.3], [0.5, 0.5, 0.1], [0.2, 2.4, 0.2], [-1.5, 0.3, -0.1], [-0.5, -1.8, -1.0], [-0.4, -0.2, 0.0], [-0.7, -0.3, 0.0], [-1.7, -0.1, 0.2], [1.4, -1.0, 1.8], [-0.7, 0.5, -0.4], [2.3, 1.0, -1.2], [1.3, -2.0, -0.5], [1.8, 2.0, 0.5], [-0.9, 1.1, -2.0], [1.4, -1.6, -0.8], [-1.9, -1.8, 2.2], [-0.5, -2.1, -1.4], [1.1, 1.4, -1.8], [-1.5, -1.3, -1.4], [-0.9, -0.6, 2.3], [0.2, -0.1, -0.6], [-0.3, -0.4, -0.1], [-0.1, 2.6, 0.1], [2.4, -0.3, -0.9], [1.5, 1.3, 1.5], [0.5, -2.4, 0.3], [-0.2, 2.1, 1.0], [-1.6, 0.3, -1.9], [1.7, -1.1, 1.2], [-1.2, 0.8, 1.9], [0.4, 1.8, -1.4], [-2.4, -0.8, 0.8], [0.9, -1.9, -1.4], [0.4, -0.2, -0.9], [-0.2, -0.1, -0.4], [0.2, 0.1, 0.7], [-0.4, 0.3, -0.1], [0.0, 0.3, 0.1], [0.0, 0.2, -0.3], [0.6, 0.2, -0.2], [0.1, -0.2, 0.0], [0.1, -0.1, 0.2], [0.1, -0.1, 0.1], [-0.1, -0.1, -0.1], [0.0, 0.0, 0.2], [-0.1, -0.2, 0.0], [-0.1, 0.0, 0.3], [-0.2, -0.2, 0.0], [0.3, -0.1, 0.4], [0.1, 0.4, 0.3], [-0.3, 0.1, -0.6], [-0.5, -0.3, 0.2], [-0.2, -0.1, -0.2], [0.0, -0.4, 0.1], [0.5, -0.5, -0.3], [0.2, 0.1, 0.0], [0.0, 0.1, -0.1], [0.1, 0.1, -0.1], [0.0, 0.0, 0.1], [-0.1, 0.1, -0.1], [0.0, 0.1, 0.1], [-0.2, 0.2, -0.1], [0.0, 0.1, 0.2]]}

***

{"formula": "C17H39Br2FNO5", "method": "ωB97M-V/def2-TZVPD", "lumo_ev": 2.08, "relative_energy_kj_mol": 0.00, "e_tot_ha": -6349.9808, "homo_energy_ev": -2.89, "gap_ev": 4.97, "charge": -1, "symbols": ["C", "C", "Br", "C", "Br", "N", "C", "C", "O", "F", "H", "H", "H", "H", "H", "H", "H", "C", "C", "C", "O", "H", "H", "H", "H", "H", "H", "H", "H", "C", "C", "C", "O", "H", "H", "H", "H", "H", "H", "H", "H", "C", "C", "C", "O", "H", "H", "H", "H", "H", "H", "H", "H", "C", "C", "C", "O", "H", "H", "H", "H", "H", "H", "H", "H"], "coordinates": [[2.74833, 3.68583, 0.66755], [1.65361, 4.51767, -0.00599], [2.56467, 5.93268, -1.04389], [0.59565, 5.02437, 1.05650], [0.60189, 7.02938, 1.23186], [-0.71666, 4.66009, 0.81903], [-0.87488, 3.24030, 0.82951], [-2.26960, 2.95948, 0.34041], [-3.29107, 3.32366, 0.82652], [-2.34115, 2.19041, -0.78502], [2.93233, 4.04229, 1.68038], [3.66708, 3.72214, 0.08625], [2.44111, 2.64158, 0.73322], [1.13013, 3.93765, -0.75827], [0.99540, 4.73998, 2.05197], [-0.19814, 2.67020, 0.17208], [-0.82270, 2.75502, 1.83902], [3.56718, -1.28688, 2.43606], [3.53973, 0.03153, 3.19477], [2.98681, -0.13988, 4.60194], [2.79436, 1.01218, 2.48398], [2.55253, -1.68153, 2.33138], [3.97247, -1.13729, 1.43459], [4.17147, -2.03572, 2.95135], [4.55350, 0.43376, 3.24967], [1.95523, -0.50042, 4.55911], [2.98483, 0.81473, 5.12745], [3.57649, -0.85639, 5.17712], [1.87736, 0.71833, 2.41512], [2.53598, -0.90056, -1.54867], [1.30858, -0.78738, -0.65798], [0.25661, -1.83063, -1.00546], [0.75529, 0.52035, -0.73629], [2.25768, -0.73646, -2.59381], [3.26847, -0.13932, -1.27598], [2.99560, -1.88613, -1.46996], [1.60991, -0.91196, 0.38279], [-0.08408, -1.69159, -2.03558], [-0.61095, -1.72346, -0.35290], [0.65256, -2.84240, -0.91249], [0.45998, 0.66957, -1.64205], [-5.48916, -0.07969, 0.32110], [-6.46677, 0.34440, 1.40554], [-7.44795, 1.38720, 0.88984], [-5.75966, 0.84077, 2.53824], [-4.90693, 0.79274, 0.01203], [-4.78997, -0.82347, 0.70486], [-5.99714, -0.49410, -0.55140], [-7.02012, -0.52370, 1.77178], [-6.90689, 2.27892, 0.56369], [-8.14032, 1.68282, 1.67881], [-8.02298, 1.00585, 0.04374], [-5.24105, 1.60611, 2.25377], [1.62101, -6.06204, -3.84690], [1.02259, -4.72715, -3.43007], [0.24428, -4.08152, -4.56565], [2.03790, -3.84632, -2.95616], [2.32114, -5.91863, -4.67502], [2.16919, -6.51034, -3.01823], [0.84710, -6.75905, -4.17158], [0.35982, -4.87698, -2.57558], [0.90785, -3.88400, -5.41264], [-0.18086, -3.13104, -4.24423], [-0.56519, -4.72701, -4.90940], [2.65055, -3.67894, -3.68187]], "forces_ev_per_a": [[-0.2, -0.1, -0.3], [0.6, 0.3, 0.7], [0.0, -0.2, -0.4], [-0.6, -0.2, -0.3], [-0.1, 0.1, 0.3], [0.1, -0.1, -0.3], [0.0, 0.0, -0.3], [-0.5, 0.6, 0.8], [0.0, -0.3, -0.2], [0.2, -0.2, -0.3], [0.1, 0.1, 0.0], [0.1, -0.1, 0.1], [-0.1, 0.0, 0.1], [-0.1, 0.2, -0.1], [0.1, 0.0, 0.0], [0.1, -0.1, 0.1], [0.1, 0.0, 0.0], [0.0, 0.0, -0.1], [-0.2, -0.1, 0.1], [0.0, 0.1, 0.0], [0.2, -0.1, 0.0], [0.0, 0.0, 0.1], [0.0, 0.0, 0.0], [0.0, 0.0, 0.0], [0.0, 0.0, 0.0], [0.0, 0.0, 0.0], [0.0, 0.0, 0.0], [0.0, 0.0, 0.0], [0.0, 0.1, 0.0], [0.1, 0.1, 0.1], [-0.1, -0.1, -0.4], [-0.1, 0.0, 0.1], [0.1, 0.0, 0.2], [0.0, -0.1, 0.0], [0.0, 0.0, 0.0], [0.0, 0.0, 0.0], [0.0, 0.1, 0.0], [0.1, 0.0, 0.0], [0.0, 0.0, 0.0], [0.0, 0.0, 0.0], [-0.1, 0.1, 0.1], [0.1, 0.0, 0.1], [0.1, 0.2, -0.1], [-0.1, 0.0, 0.1], [-0.1, 0.0, 0.0], [0.0, 0.0, -0.1], [0.0, 0.0, 0.0], [0.0, 0.0, 0.0], [0.0, 0.0, 0.0], [0.0, 0.0, 0.0], [0.0, 0.0, 0.0], [0.0, 0.0, 0.0], [0.0, 0.0, 0.0], [0.0, 0.0, 0.1], [0.0, 0.0, -0.2], [0.0, 0.1, 0.1], [0.0, -0.1, 0.0], [0.0, 0.0, 0.0], [0.0, 0.0, 0.0], [0.0, 0.0, 0.0], [0.0, 0.0, 0.0], [0.0, 0.0, 0.0], [0.0, 0.0, 0.0], [0.0, 0.0, 0.0], [0.0, 0.0, 0.0]]}

***

{"formula": "C17H40BNO2", "method": "ωB97M-V/def2-TZVPD", "lumo_ev": 0.32, "e_tot_ha": -901.7426, "homo_energy_ev": -9.42, "smiles": "NC[C@H](O)CBCC=O.CCCCCC.CCCCCC", "gap_ev": 9.74, "charge": 0, "symbols": ["N", "C", "C", "O", "C", "B", "C", "C", "O", "H", "H", "H", "H", "H", "H", "H", "H", "H", "H", "H", "H", "C", "C", "C", "C", "C", "C", "H", "H", "H", "H", "H", "H", "H", "H", "H", "H", "H", "H", "H", "H", "C", "C", "C", "C", "C", "C", "H", "H", "H", "H", "H", "H", "H", "H", "H", "H", "H", "H", "H", "H"], "coordinates": [[5.93876, -0.30390, -3.23271], [5.00411, -1.31562, -3.80281], [3.46406, -1.09195, -3.33453], [3.37931, -1.75798, -2.03451], [2.55277, -1.82095, -4.42814], [0.96883, -1.85023, -4.09536], [0.13880, -0.73427, -3.25135], [0.41123, 0.71878, -3.89693], [0.39520, 0.80831, -5.15583], [6.85702, -0.42122, -3.70352], [5.58051, 0.62442, -3.53190], [5.25640, -2.39501, -3.48782], [4.98353, -1.24336, -4.94287], [3.26924, 0.02833, -3.26122], [2.58945, -1.44858, -1.54715], [2.89920, -2.92230, -4.47177], [2.76116, -1.37179, -5.47130], [0.33401, -2.75889, -4.54597], [0.36041, -0.74062, -2.12914], [-0.98687, -0.96312, -3.35905], [0.63961, 1.63043, -3.22614], [2.11099, -1.91950, 4.67600], [1.64183, -0.52166, 4.29441], [0.28593, -0.51308, 3.58580], [0.24287, -1.25386, 2.24721], [1.23817, -0.76393, 1.19551], [1.01075, 0.68331, 0.77731], [2.26316, -2.54878, 3.79678], [3.06334, -1.86357, 5.21051], [1.38533, -2.40884, 5.33072], [2.40079, -0.03519, 3.67468], [1.55934, 0.07867, 5.20613], [-0.02389, 0.52799, 3.43617], [-0.46462, -0.95497, 4.25040], [-0.77211, -1.16967, 1.84055], [0.40839, -2.32314, 2.41661], [1.14673, -1.40088, 0.30795], [2.26510, -0.88500, 1.55438], [0.00194, 0.81743, 0.37724], [1.72456, 0.96664, -0.00185], [1.14535, 1.37087, 1.61546], [-4.63274, 3.84070, 0.13258], [-5.01971, 2.86734, 1.23828], [-3.81758, 2.33257, 2.01897], [-2.81396, 1.51929, 1.19804], [-3.38986, 0.29798, 0.48090], [-3.95888, -0.74744, 1.43191], [-4.00998, 3.36305, -0.62659], [-5.52941, 4.21883, -0.36632], [-4.08758, 4.69610, 0.53970], [-5.59957, 2.04172, 0.81542], [-5.68521, 3.38268, 1.93828], [-4.18508, 1.72292, 2.85254], [-3.28829, 3.17552, 2.47671], [-2.00986, 1.19013, 1.86709], [-2.33749, 2.16990, 0.45640], [-2.59174, -0.16639, -0.10906], [-4.16113, 0.60226, -0.23394], [-3.19300, -1.09549, 2.13014], [-4.32052, -1.61185, 0.86865], [-4.79908, -0.35312, 2.00831]], "forces_ev_per_a": [[-0.3, -0.2, -0.8], [-1.3, -0.1, -0.3], [1.5, -0.8, -0.8], [-0.8, 0.9, -0.7], [0.2, -0.1, 0.6], [0.5, 0.5, -0.3], [-0.4, 1.1, 0.1], [-0.2, -1.2, -2.7], [0.1, 0.1, 4.4], [-0.8, 0.2, 0.5], [0.5, -0.8, 0.3], [-0.1, 1.8, -0.4], [0.1, -0.4, 1.3], [0.0, -1.3, 0.0], [0.6, -0.1, -0.5], [-0.4, 1.6, 0.0], [-0.5, -0.6, 1.5], [0.0, 0.0, 0.1], [-0.2, 0.1, -1.4], [1.7, 0.5, 0.2], [-0.3, -1.2, -0.9], [0.2, 0.1, 0.0], [-0.1, -0.1, 0.1], [0.0, 0.2, 0.0], [0.0, -0.2, 0.0], [0.0, 0.1, 0.0], [0.1, 0.0, -0.1], [0.0, 0.0, 0.0], [-0.1, -0.1, 0.0], [0.0, 0.0, -0.1], [0.0, 0.0, 0.0], [0.0, 0.0, -0.1], [0.0, -0.1, 0.0], [0.0, 0.0, 0.0], [0.0, 0.0, 0.0], [0.0, 0.1, 0.0], [0.0, -0.1, 0.1], [-0.1, 0.0, 0.0], [0.0, 0.0, 0.1], [0.0, 0.1, 0.0], [0.0, 0.0, -0.1], [-0.2, 0.0, -0.1], [0.1, 0.1, 0.1], [-0.1, -0.1, 0.1], [0.1, 0.1, -0.1], [0.1, 0.0, 0.1], [-0.1, -0.1, -0.1], [0.0, 0.0, 0.0], [0.1, 0.0, 0.0], [0.0, 0.0, 0.0], [0.0, 0.0, 0.0], [0.0, -0.1, 0.0], [0.1, 0.0, -0.1], [0.0, 0.0, 0.0], [0.0, 0.0, 0.0], [0.0, 0.0, 0.0], [0.0, 0.1, 0.0], [0.1, 0.0, 0.0], [-0.1, 0.0, 0.0], [0.0, 0.0, 0.1], [0.1, 0.0, 0.0]]}